Here is 5 unconnected molecules or ions with the total composition C34H49BrN5O5PS from the Open Molecules 2025 dataset. Energies are from ωB97M-V/def2-TZVPD.

Geometry (Å):
C -1.67587 -3.62682 1.57159
C -1.02261 -4.13486 0.27138
C 0.35223 -3.52732 -0.01739
C 0.37528 -2.00858 -0.30646
C -0.97571 -1.44838 -0.78592
C 1.50127 -1.49428 -1.26221
C 1.20178 -1.58226 -2.76932
C 0.57444 -2.84502 -3.39666
C 1.56792 -3.68562 -4.22408
C 1.25593 -5.18443 -4.30721
N 0.92035 -5.79496 -3.01299
O 1.49385 -0.01937 -0.99138
S 2.35778 0.34912 0.26672
O 1.56316 0.55360 1.43778
O 3.29480 1.35255 -0.13016
O 3.08107 -1.06530 0.42668
C 2.99845 -1.77208 -0.83301
C 4.01654 -1.18937 -1.84351
C 5.44025 -1.03059 -1.26449
C 5.93667 0.40792 -1.12075
Br 6.70443 -1.99968 -2.44258
P 3.56417 -3.52625 -0.53971
O 3.55007 -4.05113 0.84310
H -2.00473 -4.45869 2.19866
H -2.56728 -3.02441 1.37295
H -0.98135 -3.01784 2.15596
H -1.69624 -4.00188 -0.58060
H -0.86684 -5.21545 0.35209
H 0.74424 -4.07669 -0.86525
H 0.99295 -3.73031 0.84470
H 0.57809 -1.51239 0.64914
H -0.86051 -0.42153 -1.14073
H -1.43076 -2.04568 -1.57740
H -1.67398 -1.40144 0.05365
H 2.10580 -1.35425 -3.33480
H 0.53088 -0.73585 -2.94176
H 0.04377 -3.46513 -2.68187
H -0.16711 -2.47826 -4.11134
H 1.51837 -3.30097 -5.25037
H 2.60876 -3.52380 -3.90941
H 0.41960 -5.33541 -4.99699
H 2.11788 -5.68890 -4.76274
H 1.73826 -6.22957 -2.60441
H 0.24700 -6.53886 -3.13197
H 3.65472 -0.24596 -2.25613
H 4.06805 -1.89112 -2.68083
H 5.52734 -1.54754 -0.30835
H 5.46441 1.05567 -1.86152
H 7.01770 0.45957 -1.24523
H 5.66975 0.79466 -0.13775
H 4.82423 -3.49547 -1.14817
H 2.79069 -4.19982 -1.49260
C -1.37210 0.73404 2.95946
C -2.06469 1.73985 3.61633
C -3.36609 1.48315 4.02529
N -3.99665 0.32699 3.82034
C -3.31832 -0.62938 3.18964
C -2.01359 -0.47620 2.74575
H -0.35454 0.88117 2.62461
H -1.60922 2.69846 3.82557
H -3.93190 2.24648 4.54992
H -3.84599 -1.56530 3.03555
H -1.50908 -1.29307 2.24674
C -2.13741 0.45991 -7.54356
C -1.34463 0.85453 -6.47802
C -0.52627 -0.09053 -5.87873
N -0.45893 -1.36255 -6.26861
C -1.22483 -1.72641 -7.29547
C -2.07625 -0.85913 -7.96294
H -2.79011 1.16731 -8.03817
H -1.35704 1.87285 -6.11476
H 0.10883 0.18758 -5.04453
H -1.15309 -2.76559 -7.59757
H -2.67474 -1.21333 -8.79087
C 1.29599 5.53876 7.21462
C 1.72204 4.28988 6.79038
C 0.87617 3.54184 5.98418
N -0.32601 3.96106 5.59850
C -0.72709 5.16034 6.01255
C 0.04527 5.98522 6.81796
H 1.92820 6.15254 7.84350
H 2.68972 3.90000 7.07532
H 1.17586 2.56130 5.62962
H -1.71446 5.45291 5.67450
H -0.32754 6.95314 7.12548
C -5.55208 7.24040 3.00861
C -4.73872 7.68952 4.03662
C -3.80260 6.81493 4.56696
N -3.64115 5.56162 4.14763
C -4.42950 5.14382 3.15956
C -5.39380 5.93987 2.55899
H -6.29481 7.89197 2.56673
H -4.82408 8.69638 4.42186
H -3.14945 7.14098 5.37024
H -4.28094 4.11964 2.83455
H -6.00432 5.54351 1.75938

HOMO-LUMO gap, eV: 9.51
HOMO energy, eV: -9.024
LUMO, hartree: 0.018